[1]
{"formula": "C6H11N", "method": "ωB97M-V with the def2-TZVPD basis set", "species": ["C", "C", "N", "C", "C", "C", "C", "H", "H", "H", "H", "H", "H", "H", "H", "H", "H", "H"], "positions_angstrom": [[2.7830, 0.1339, -0.2233], [1.5816, -0.1237, 0.2961], [0.8785, 0.6644, 1.2058], [-0.3851, 1.3553, 0.9569], [-1.4234, 0.6454, 0.0955], [-1.3582, -0.6693, -0.0792], [-1.7119, -1.5258, -1.2726], [3.3585, 0.9313, 0.2405], [3.1628, -0.5158, -0.9942], [1.0869, -1.0623, 0.0732], [1.5111, 1.3667, 1.5730], [-0.8562, 1.5691, 1.9239], [-0.1734, 2.2881, 0.4250], [-2.2334, 1.3124, -0.1811], [-0.8911, -1.2339, 0.7210], [-1.8908, -0.8717, -2.1280], [-0.8310, -2.1318, -1.4768], [-2.6081, -2.1323, -1.1556]], "atomic_forces_ev_per_a": [[-0.427, 0.030, 0.838], [-0.659, -0.243, -0.667], [0.704, 0.214, 1.074], [-0.987, -0.613, -0.081], [0.574, 0.148, 1.075], [-0.266, -0.733, -0.153], [-0.806, 1.048, 0.176], [0.150, 0.192, -0.713], [0.466, -0.109, 0.270], [-0.061, 0.247, -0.537], [-0.027, -0.103, 0.140], [0.321, 0.349, 0.017], [-0.141, 0.190, 0.096], [0.327, -0.050, -1.249], [0.837, 0.135, -0.236], [0.054, -0.131, -0.069], [-0.176, -0.225, -0.127], [0.119, -0.342, 0.145]], "smiles": "C=CNC/C=C/C", "lumo_ev": 1.102, "homo_ev": -8.1, "relative_energy_kcal_mol": 61.2}


[2]
{"formula": "C22H15BrFN3OsS", "method": "ωB97M-V with the def2-TZVPD basis set", "species": ["Os", "Br", "C", "C", "C", "C", "C", "C", "C", "C", "C", "C", "H", "H", "H", "H", "H", "H", "S", "C", "C", "C", "N", "C", "C", "C", "C", "C", "C", "C", "C", "N", "C", "N", "H", "H", "H", "H", "H", "H", "H", "H", "H", "F"], "positions_angstrom": [[1.7027, 0.2019, 1.8348], [0.6823, -2.3346, 1.0231], [-1.0672, -1.8281, 1.6065], [-2.0254, -2.7993, 1.6185], [-3.3447, -2.4525, 1.9658], [-3.6557, -1.1556, 2.2584], [-2.6634, -0.1488, 2.2420], [-2.9956, 1.2026, 2.5215], [-2.0443, 2.1812, 2.4904], [-0.7064, 1.8450, 2.2140], [-0.3091, 0.5401, 1.9685], [-1.3187, -0.4777, 1.9373], [-1.7794, -3.8186, 1.3556], [-4.1061, -3.2197, 1.9828], [-4.6722, -0.8778, 2.5056], [-4.0259, 1.4438, 2.7504], [-2.3098, 3.2105, 2.6892], [0.0324, 2.6411, 2.2145], [1.5584, -0.6994, 5.1699], [1.6360, -0.3263, 3.7069], [1.6599, 3.3222, -0.9843], [2.1159, 2.3585, -0.0858], [1.7022, 1.0778, -0.1047], [0.8849, 0.6372, -1.1854], [0.4423, 1.6517, -2.2024], [0.7628, 2.9949, -1.9941], [-0.2905, 1.1243, -3.2715], [-0.2200, -0.2355, -3.5496], [0.7343, -1.0589, -2.9367], [1.0826, -2.3612, -3.3482], [2.1837, -2.9521, -2.8076], [2.9796, -2.3351, -1.8837], [2.5962, -1.1748, -1.4576], [1.4945, -0.5209, -1.9114], [2.0251, 4.3340, -0.8796], [2.8107, 2.6295, 0.7013], [-0.0380, 0.2170, -0.7479], [0.4078, 3.7422, -2.6894], [-0.8390, 1.7856, -3.9275], [-0.7987, -0.6643, -4.3559], [0.4962, -2.8486, -4.1139], [2.4958, -3.9424, -3.1103], [3.1767, -0.6621, -0.7007], [3.5472, -0.2468, 1.4912]], "atomic_forces_ev_per_a": [[-0.288, -0.127, -0.172], [0.020, 0.043, 0.050], [-0.001, -0.006, -0.009], [-0.033, 0.024, 0.007], [0.023, -0.019, -0.007], [0.005, 0.017, -0.004], [-0.025, -0.005, 0.014], [0.002, -0.014, 0.002], [0.037, 0.012, -0.013], [-0.044, 0.051, 0.026], [0.152, -0.066, -0.003], [-0.005, -0.010, -0.031], [-0.001, -0.007, -0.003], [-0.001, -0.004, -0.001], [-0.006, -0.001, 0.002], [-0.008, 0.000, 0.000], [0.000, 0.006, -0.002], [-0.003, -0.001, 0.008], [-0.015, -0.026, 0.015], [0.119, -0.002, 0.034], [0.024, 0.033, 0.053], [-0.073, -0.135, -0.182], [0.124, 0.327, 0.117], [-0.014, -0.172, 0.029], [0.047, 0.112, 0.057], [-0.022, -0.045, -0.082], [-0.050, -0.077, -0.038], [0.008, 0.049, -0.026], [-0.015, -0.026, 0.004], [-0.020, 0.027, 0.012], [0.023, -0.019, -0.001], [-0.025, -0.003, -0.012], [0.043, 0.057, -0.030], [-0.033, 0.026, 0.062], [0.007, 0.005, -0.001], [-0.017, 0.000, 0.026], [0.032, 0.002, -0.051], [0.009, 0.015, 0.001], [-0.009, 0.007, 0.000], [-0.009, -0.001, 0.001], [0.001, -0.008, 0.000], [-0.005, -0.005, 0.004], [-0.018, -0.020, 0.037], [0.067, -0.010, 0.103]], "lumo_ev": [-3.420, -5.747], "total_charge": 1, "homo_ev": [-8.9, -11.4], "multiplicity": 6}